[1]
The following is a DFT calculation (ωB97M-V/def2-TZVPD) of one molecule with the formula C8H20N3P.

## Properties
* SMILES: CN1CCCNP1NC(C)(C)C
* HOMO energy: -0.2908 Ha
* HOMO-LUMO gap: 8.86 eV

Structure (XYZ):
```
32
Properties=species:S:1:pos:R:3:mulliken_charge:R:1
C 2.785 0.598 -1.079 -1.104
N 1.532 -0.023 -0.744 0.510
C 0.961 -0.737 -1.837 -0.675
C 1.154 -2.221 -1.713 -0.888
C 0.564 -2.762 -0.439 -0.437
N 1.075 -2.113 0.836 -0.374
P 1.148 -0.393 0.843 -0.349
N -0.716 -0.203 0.611 -0.468
C -1.367 1.036 1.067 1.701
C -0.301 2.163 1.028 -2.161
C -2.468 1.217 -0.044 -1.822
C -1.957 0.828 2.428 -1.898
H 3.271 0.823 -0.253 0.435
H 3.479 -0.042 -1.546 0.392
H 2.663 1.473 -1.863 0.251
H 1.234 -0.125 -2.759 0.537
H -0.146 -0.759 -1.935 0.053
H 2.174 -2.300 -1.846 0.375
H 0.801 -2.699 -2.569 0.478
H -0.432 -2.426 -0.339 0.298
H 0.786 -3.920 -0.276 0.319
H 1.963 -2.341 1.241 0.308
H -1.117 -1.088 0.916 0.315
H 0.321 2.234 1.946 0.306
H 0.156 2.015 0.114 0.663
H -0.759 3.057 1.054 0.584
H -3.303 0.579 0.052 0.422
H -2.163 1.186 -1.092 0.337
H -2.964 2.092 -0.021 0.557
H -2.739 0.193 2.287 0.539
H -1.387 0.282 3.061 0.490
H -2.305 1.838 2.870 0.306
```


[2]
The following is a DFT calculation (ωB97M-V/def2-TZVPD) of C8H20NO7Sr as an isolated structure.

## Properties
* HOMO energy: -0.3407 Ha
* HOMO-LUMO gap: 2.69 eV
* net charge: +1

Structure (XYZ):
```
37
Properties=species:S:1:pos:R:3:mulliken_charge:R:1
Sr 0.020 -1.268 1.636 1.772
N 0.436 -6.917 2.632 0.943
O -0.735 -7.373 2.633 -0.581
O 1.361 -7.556 3.145 -0.540
O 0.624 -5.737 2.287 -0.646
C -3.171 1.329 -0.344 -0.792
O -2.205 1.697 0.663 -0.283
C -2.680 2.694 1.599 -0.703
C -1.590 3.203 2.510 -0.454
O -0.981 2.127 3.111 -0.275
C 0.088 2.637 3.854 -0.804
H -3.028 2.038 -1.159 0.324
H -4.208 1.218 -0.025 0.343
H -2.839 0.419 -0.844 0.243
H -3.495 2.303 2.208 0.370
H -3.160 3.447 0.974 0.412
H -2.071 3.808 3.279 0.362
H -0.856 3.695 1.873 0.359
H 0.686 1.824 4.265 0.268
H -0.249 3.232 4.703 0.303
H 0.798 3.201 3.249 0.357
C 0.620 -3.336 -2.813 -0.835
O 0.685 -1.973 -2.279 -0.239
C 1.691 -1.331 -3.058 -0.474
C 1.636 0.250 -2.979 -0.655
O 1.890 0.768 -1.634 -0.267
C 2.733 1.908 -1.693 -0.853
H -0.155 -3.910 -2.305 0.294
H 1.486 -3.985 -2.686 0.358
H 0.412 -3.395 -3.881 0.329
H 1.432 -1.493 -4.104 0.329
H 2.736 -1.599 -2.898 0.345
H 0.649 0.643 -3.222 0.308
H 2.372 0.578 -3.713 0.432
H 2.617 2.551 -0.821 0.245
H 2.665 2.666 -2.474 0.351
H 3.789 1.635 -1.689 0.352
```


[3]
The following is a DFT calculation (ωB97M-V/def2-TZVPD) of a 4-piece molecular cluster, C8H20O3 overall.

## Properties
* SMILES: C/C=C/C=C/CCC.O.O.O
* HOMO energy: -0.3058 Ha
* HOMO-LUMO gap: 8.61 eV

Structure (XYZ):
```
31
Properties=species:S:1:pos:R:3:mulliken_charge:R:1
C -2.905 1.565 -2.216 -1.436
C -2.062 1.003 -1.077 0.042
C -1.509 -0.236 -1.256 -0.429
C -0.380 -0.754 -0.401 0.010
C 0.041 -2.017 -0.575 -0.665
C 1.120 -2.695 0.231 -0.113
C 2.578 -2.708 -0.272 -0.613
C 2.935 -1.315 -1.024 -1.010
H -3.973 1.615 -2.034 0.318
H -2.902 1.022 -3.099 0.387
H -2.619 2.564 -2.346 0.342
H -1.988 1.551 -0.241 0.455
H -1.681 -0.860 -2.241 0.079
H -0.084 -0.052 0.302 0.442
H -0.154 -2.576 -1.388 0.459
H 0.731 -3.711 0.438 0.317
H 1.290 -2.012 1.170 -0.165
H 2.932 -3.612 -0.924 0.285
H 3.210 -2.991 0.564 0.367
H 2.524 -1.241 -1.885 0.400
H 2.659 -0.445 -0.342 0.242
H 4.111 -1.182 -1.043 0.291
O 0.063 4.114 0.090 -0.564
H 0.548 4.223 0.762 0.263
H -0.867 4.001 0.313 0.322
O -0.893 3.229 2.567 -0.649
H -1.151 2.715 1.797 0.345
H -1.014 2.784 3.429 0.277
O -0.458 -0.872 3.503 -0.587
H -0.491 -0.339 4.207 0.268
H 0.389 -0.768 2.989 0.319
```


[4]
The following is a DFT calculation (ωB97M-V/def2-TZVPD) of C8H20O4Si as an isolated structure.

## Properties
* HOMO energy: -0.3747 Ha
* HOMO-LUMO gap: 11.14 eV

Structure (XYZ):
```
33
Properties=species:S:1:pos:R:3:mulliken_charge:R:1
O -0.655 0.767 -1.431 -0.192
O 1.590 0.920 -0.024 -0.343
O -0.783 0.940 1.285 -0.473
O 0.205 -1.293 0.172 -0.174
C -2.672 1.895 -2.159 -1.237
C 3.619 -0.315 -0.502 -1.225
C -0.722 1.055 3.684 -1.389
C -0.657 -3.551 -0.213 -1.252
C -1.277 2.022 -1.623 -0.155
C 2.509 0.607 -1.005 -0.065
C -0.340 0.299 2.442 0.133
C -0.533 -2.119 -0.718 0.018
Si 0.074 0.336 -0.007 0.323
H -2.664 1.164 -2.954 0.293
H -3.346 1.521 -1.380 0.271
H -3.047 2.860 -2.508 0.392
H 4.330 -0.523 -1.303 0.397
H 3.245 -1.295 -0.143 0.248
H 4.135 0.174 0.301 0.306
H -0.170 1.999 3.743 0.308
H -0.512 0.488 4.583 0.398
H -1.803 1.269 3.694 0.311
H -1.129 -3.530 0.798 0.282
H 0.307 -4.024 0.007 0.299
H -1.231 -4.178 -0.875 0.373
H -1.234 2.558 -0.667 0.315
H -0.578 2.565 -2.293 0.286
H 2.963 1.554 -1.394 0.325
H 1.957 0.113 -1.830 0.255
H -0.752 -0.729 2.477 0.193
H 0.743 0.162 2.399 0.247
H -1.504 -1.610 -0.843 0.277
H -0.069 -2.100 -1.713 0.256
```


[5]
The following is a DFT calculation (ωB97M-V/def2-TZVPD) of C8H21AlI2OP2 as an isolated structure.

## Properties
* HOMO energy (alpha / beta): -0.5483 / -0.5612 Ha
* HOMO-LUMO gap (alpha / beta): 5.51 / 5.40 eV
* net charge: +2

Structure (XYZ):
```
35
Properties=species:S:1:pos:R:3:mulliken_charge:R:1
I -0.042 -2.372 -4.914 0.081
I -0.039 2.408 -3.307 0.168
Al -0.013 0.550 0.323 0.100
P -2.360 0.021 0.035 0.719
C -3.067 -0.242 -1.632 -1.143
C -2.929 -1.418 0.946 -1.185
H -4.015 -1.371 1.171 0.437
H -4.366 1.121 0.887 0.466
H -2.393 -1.478 1.953 0.335
H -2.915 1.601 1.787 0.383
H -2.736 -1.179 -2.036 0.413
H -2.719 -2.347 0.424 0.378
C -3.331 1.374 0.790 -1.289
H -4.186 -0.238 -1.593 0.418
H -3.222 2.295 0.178 0.366
H -2.730 0.554 -2.302 0.308
P 2.361 0.009 0.044 0.683
C 3.085 -0.250 -1.604 -1.142
C 3.333 1.358 0.805 -1.284
H 2.379 -1.496 1.957 0.339
H 4.000 -1.397 1.183 0.442
H 2.702 -2.367 0.428 0.371
C 2.919 -1.434 0.965 -1.183
H 2.917 1.582 1.803 0.381
H 4.372 1.092 0.905 0.460
H 4.193 -0.260 -1.570 0.422
H 2.752 0.541 -2.291 0.317
H 3.234 2.274 0.195 0.372
H 2.745 -1.202 -2.029 0.395
C 0.022 -0.330 -1.404 0.578
O 0.052 -0.906 -2.409 -0.037
C 0.001 0.806 2.298 -1.410
H 0.872 0.399 2.775 0.451
H -0.881 0.406 2.781 0.439
H 0.004 1.893 2.458 0.449
```


[6]
The following is a DFT calculation (ωB97M-V/def2-TZVPD) of C8H21AlN2O6 as an isolated structure.

## Properties
* HOMO energy: -0.6005 Ha
* HOMO-LUMO gap: 3.04 eV
* net charge: +2

Structure (XYZ):
```
38
Properties=species:S:1:pos:R:3:mulliken_charge:R:1
Al 0.001 -0.432 1.664 1.082
N -2.633 -3.237 0.183 1.077
O -2.749 -3.526 -0.997 -0.331
O -1.908 -2.387 0.630 -0.338
O -3.400 -3.795 0.928 -0.350
C 3.529 -3.309 -0.349 -1.085
C 2.149 -2.909 -1.013 -0.381
O 1.284 -2.630 0.098 -0.272
H 4.020 -3.438 -1.314 0.355
H 3.612 -4.161 0.326 0.387
H 4.045 -2.473 0.123 0.309
H 1.707 -3.735 -1.570 0.398
H 2.456 -2.063 -1.628 0.277
H 1.038 -3.518 0.364 0.264
C -0.712 -1.275 -2.182 -0.830
O -0.309 -0.212 -1.330 -0.100
C 0.375 0.927 -2.029 -0.691
C 0.068 2.223 -1.216 -0.914
N 0.666 2.115 0.142 -0.103
C 0.358 3.350 0.874 -0.923
C -0.992 3.236 1.646 -0.384
O -1.139 2.096 2.545 -0.249
C -2.311 2.328 3.489 -0.756
H -0.299 -1.256 -3.190 0.481
H -1.799 -1.278 -2.264 0.336
H -0.614 -2.262 -1.731 0.144
H -0.110 0.989 -3.003 0.516
H 1.420 0.733 -2.271 0.354
H -1.010 2.384 -1.212 0.413
H 0.464 3.086 -1.752 0.519
H 1.642 2.201 -0.103 0.286
H 0.348 4.241 0.246 0.391
H 1.197 3.496 1.555 0.454
H -1.693 3.138 0.817 0.285
H -1.093 4.165 2.208 0.448
H -2.194 1.526 4.218 0.271
H -3.337 2.385 3.125 0.319
H -2.076 3.278 3.969 0.341
```


Energy relative to the best compared isomer or geometry (same formula, charge and spin), record by record: 23.2, 191.7, 67.3, 0.0, 15.0, 0.0 kcal per mole